{"formula": "C16H23ClN4O4", "method": "wB97M-V/def2-TZVPD", "symbols": ["C", "H", "O", "C", "C", "C", "C", "C", "C", "Cl", "H", "O", "C", "H", "H", "H", "N", "C", "O", "C", "O", "N", "H", "C", "H", "C", "N", "C", "C", "N", "H", "C", "C", "H", "H", "H", "H", "H", "H", "H", "H", "H", "H", "H", "H", "H", "H", "H"], "xyz": [[-3.629883, -3.595280, -0.553498], [-3.141724, -3.348492, -1.500940], [-4.727188, -2.748288, -0.303154], [-4.496122, -1.417406, -0.180503], [-3.247522, -0.814368, -0.280633], [-3.105794, 0.559127, -0.142261], [-4.228765, 1.369754, 0.104043], [-5.474848, 0.772050, 0.204836], [-5.602426, -0.600320, 0.063823], [-7.162794, -1.320505, 0.191857], [-6.362923, 1.351519, 0.392672], [-3.986948, 2.708619, 0.226736], [-5.076665, 3.564430, 0.475740], [-4.652952, 4.565612, 0.533079], [-5.809605, 3.525834, -0.335663], [-5.566882, 3.322420, 1.423567], [-1.868978, 1.188998, -0.241380], [-0.647304, 0.664472, -0.427915], [-0.344115, -0.511585, -0.548935], [0.413883, 1.772109, -0.468938], [0.115245, 2.947664, -0.337408], [1.633486, 1.279157, -0.683110], [1.723721, 0.268626, -0.682480], [2.857004, 2.035415, -0.646080], [2.603498, 3.075034, -0.428811], [3.775752, 1.465102, 0.442779], [3.884921, 0.026887, 0.304505], [4.202345, -0.673003, 1.536675], [3.864928, -2.170709, 1.345008], [3.832657, -2.553963, -0.054974], [2.949875, -2.261870, -0.464247], [4.916584, -1.916905, -0.770685], [4.792546, -0.375944, -0.758623], [4.377591, -0.028694, -1.707853], [5.789065, 0.085894, -0.633088], [5.847945, -2.227504, -0.288863], [4.926634, -2.288046, -1.797126], [4.622034, -2.784339, 1.844396], [2.894123, -2.404095, 1.782726], [3.600099, -0.257014, 2.345936], [5.265449, -0.547894, 1.805939], [3.326935, 1.678364, 1.415855], [4.755556, 1.970422, 0.396935], [3.344800, 1.988853, -1.625076], [-1.881617, 2.205012, -0.154023], [-2.360963, -1.395598, -0.466487], [-2.895467, -3.549565, 0.255934], [-4.045183, -4.599997, -0.610310]], "atomic_forces_ev_per_a": [[0.18, -0.13, -0.04], [0.00, 0.00, 0.03], [-0.16, 0.29, 0.06], [-0.30, 0.26, 0.07], [0.00, -0.17, -0.02], [-0.41, -0.17, 0.05], [0.11, -0.26, -0.04], [0.21, 0.08, -0.02], [0.28, -0.24, -0.07], [-0.24, -0.04, 0.03], [-0.07, 0.08, 0.02], [0.29, -0.31, -0.08], [-0.14, 0.19, 0.04], [-0.10, -0.05, 0.01], [0.02, -0.02, 0.03], [0.01, -0.01, -0.04], [0.02, 0.68, 0.05], [-0.12, -0.16, 0.04], [-0.08, 0.01, 0.01], [0.24, 0.15, -0.16], [-0.04, 0.10, 0.07], [0.01, -0.40, -0.02], [-0.11, 0.14, 0.05], [0.17, 0.20, 0.15], [0.09, -0.07, -0.09], [-0.17, 0.10, -0.17], [0.07, 0.08, 0.16], [-0.01, -0.11, 0.00], [0.09, 0.02, 0.09], [-0.27, -0.22, -0.17], [0.09, -0.08, 0.09], [0.00, 0.04, -0.11], [0.01, -0.06, -0.07], [0.09, 0.02, -0.03], [-0.07, 0.02, -0.02], [0.01, 0.02, -0.09], [0.13, 0.04, 0.05], [-0.10, 0.04, 0.07], [0.04, 0.00, 0.03], [0.08, 0.03, -0.01], [-0.04, 0.04, 0.02], [0.03, 0.02, -0.04], [-0.06, -0.02, 0.05], [-0.03, 0.09, 0.07], [0.14, -0.21, -0.03], [0.03, -0.05, -0.01], [-0.01, 0.00, -0.03], [0.08, 0.06, 0.00]], "mulliken_charge": [-0.85, 0.33, -0.50, 0.47, -0.29, -0.77, 0.77, -0.49, -0.01, -0.21, 0.49, -0.42, -0.93, 0.25, 0.36, 0.35, -0.01, 0.67, -0.77, 0.48, -0.76, 0.03, 0.16, -0.85, 0.42, -0.80, 0.41, -0.75, -0.75, -0.46, 0.33, -0.72, -0.69, 0.31, 0.39, 0.28, 0.36, 0.30, 0.38, 0.41, 0.35, 0.41, 0.30, 0.32, 0.35, 0.79, 0.34, 0.23], "homo_lumo_gap_ev": 8.450, "e_lumo_ev": 0.6}